[1]
Formula: C17H30BF5IN4OS
Source: the Open Molecules 2025 dataset
Level of theory: ωB97M-V with the def2-TZVPD basis set

Each line ends with the Mulliken charge.
Geometry (Å):
I1 0.775 1.890 2.457  0.0338
S1 -2.271 1.259 1.011  -0.2288
F1 -2.667 -2.616 -4.554  -0.3999
F2 -2.509 -0.502 -5.623  -0.4280
F3 1.804 -0.720 -0.896  -0.3134
F4 -3.428 -2.356 -6.788  -0.3998
F5 -1.103 -2.288 -6.310  -0.4121
O1 0.050 0.948 -0.292  0.0826
N1 3.095 -2.550 2.578  -0.8248
N2 -1.255 -0.303 2.964  -0.1284
N3 3.343 -0.331 1.649  -0.4114
N4 2.701 -0.621 3.978  -0.4927
C1 -4.141 -1.239 -0.526  -1.1959
C2 0.922 -1.355 2.126  0.1690
C3 1.998 4.320 -2.676  -0.4030
C4 -0.810 0.111 0.526  0.0165
C5 3.229 4.013 -3.715  -0.3645
C6 3.672 2.432 -3.921  -0.3789
C7 1.232 3.052 -1.901  -0.1712
C8 -0.060 -0.081 2.017  -0.7537
C9 -1.403 -1.250 -0.111  -0.5302
C10 -2.569 0.109 -2.243  -0.7443
C11 -2.611 -1.138 -1.197  0.5134
C12 1.665 1.462 -2.128  -0.1184
C13 2.909 1.157 -3.156  -0.3471
C14 2.465 -1.136 2.579  -0.0769
C15 -1.604 1.164 5.160  -0.8301
C16 0.796 0.270 -1.336  0.7392
C17 -0.904 -0.145 4.410  -0.2461
B1 -2.427 -1.941 -5.819  0.6288
H1 3.012 -2.910 1.588  0.3549
H2 -3.664 0.463 -2.546  0.3400
H3 -2.487 1.633 4.553  0.1902
H4 3.784 -0.956 0.937  0.2564
H5 -3.336 0.491 1.512  0.1285
H6 -1.923 0.807 6.254  0.2918
H7 0.347 3.388 -1.180  0.1913
H8 -4.618 -0.156 -0.412  0.2616
H9 -2.070 -0.279 -3.250  0.0729
H10 1.635 5.432 -2.456  0.2572
H11 -4.033 -1.810 0.490  0.2389
H12 -0.703 1.923 5.351  0.1910
H13 3.011 0.377 4.002  0.2721
H14 -0.598 -1.996 -0.581  0.2913
H15 3.733 4.933 -4.241  0.2683
H16 0.442 -2.093 2.934  0.2423
H17 4.124 -2.418 2.808  0.3143
H18 -1.858 -1.882 0.797  0.1662
H19 4.583 2.195 -4.638  0.2502
H20 -4.797 -1.901 -1.233  0.3393
H21 0.958 -2.019 1.134  0.1700
H22 -2.542 -2.128 -1.865  0.2097
H23 3.321 -1.247 4.539  0.2176
H24 0.227 -0.125 4.684  0.1164
H25 -1.359 -1.092 4.978  0.3164
H26 3.260 0.044 -3.362  0.2760
H27 -1.638 -1.269 2.867  0.3293
H28 -2.009 1.069 -1.883  0.1140
H29 0.173 -0.247 -2.182  0.0807
H30 4.128 0.157 2.140  0.2674

Force components x, y, z for each atom (eV/Å):
0.031 -0.604 0.147
-0.573 0.198 -0.987
0.262 0.697 -1.095
0.109 -1.501 -0.123
-2.161 1.723 -0.311
1.093 0.452 1.107
-1.407 0.376 0.597
0.620 -2.883 -1.446
-0.171 0.643 -0.386
2.044 -0.337 0.887
0.021 0.041 -0.201
-0.213 0.014 -0.448
0.837 -0.006 -0.252
0.471 -1.182 0.269
1.202 -4.162 -0.675
-0.485 -0.684 1.425
-2.558 -3.270 2.718
-2.546 0.798 2.082
2.577 -0.019 -2.248
-1.929 -1.806 -0.607
-0.237 -1.460 0.252
0.131 -0.011 -1.229
-1.179 -0.537 -0.817
1.639 3.504 -1.449
-1.289 3.875 0.703
2.701 -1.156 0.258
1.422 -0.371 0.703
1.349 1.632 -2.097
-1.041 -0.559 2.265
-0.015 -0.025 -0.355
0.321 0.461 1.502
2.318 -0.942 0.731
1.801 -0.915 1.221
-0.814 0.870 0.788
1.614 0.249 -0.646
0.364 0.838 -2.463
2.136 -1.194 -1.689
0.995 -2.477 -0.071
-1.114 0.974 2.067
0.875 -2.756 -0.558
-0.497 1.192 -1.655
-2.307 -1.247 -0.616
-0.419 -1.444 -0.134
-1.352 2.016 1.090
-0.918 -2.278 1.028
1.277 1.753 -1.641
-1.743 -0.186 -0.688
1.063 1.459 -1.794
-2.206 0.489 1.680
1.158 1.406 1.289
-0.131 1.860 1.917
0.015 2.217 1.479
-0.784 0.838 -0.984
-1.883 -0.161 -0.873
1.025 1.897 -1.199
-0.836 2.725 0.491
0.785 1.052 -0.310
-1.033 -1.951 -0.429
0.822 0.679 2.132
-1.239 -0.802 -0.352

Results
**Frontier orbital gap**: 7.92 eV
**Charge**: -1
**Calculated total energy**: -59317.7983 eV

---

[2]
Formula: C17H30BN7O6P2Pd
Source: the Open Molecules 2025 dataset
Level of theory: ωB97M-V with the def2-TZVPD basis set

Each line ends with the Mulliken charge.
Geometry (Å):
Pd1 0.211 -0.589 -0.301  0.2768
P1 0.680 -3.209 -0.950  0.5826
P2 1.634 -0.956 -2.620  0.4789
O1 0.656 -4.783 -1.088  -0.5816
O2 0.239 -0.424 -2.694  -0.3826
O3 2.286 -0.461 -1.343  -0.4500
O4 2.548 -0.777 -3.891  -0.5734
O5 1.577 -2.687 0.136  -0.6846
O6 -0.680 -2.552 -0.965  -0.4482
N1 -1.548 1.812 -0.149  0.5458
N2 -1.208 0.653 2.043  0.1735
N3 -0.671 -0.545 1.660  0.3274
N4 1.332 1.061 0.826  0.7630
N5 -1.521 0.587 -0.758  -0.0317
N6 2.992 -3.283 -2.304  -0.2058
N7 0.600 2.141 1.189  0.1550
C1 1.409 3.094 1.624  0.8544
C2 -2.685 1.573 3.832  -1.3960
C3 -1.088 -1.477 2.535  0.2455
C4 3.652 0.167 1.102  -1.0004
C5 0.994 -3.438 -3.778  -1.6330
C6 -2.376 2.632 -0.833  0.8299
C7 -2.670 4.026 -0.409  -1.3231
C8 -2.601 -0.515 -2.716  -1.2176
C9 -0.718 -2.911 2.456  -1.1796
C10 -1.900 -0.868 3.486  -1.4363
C11 2.646 1.257 1.162  0.2026
C12 0.998 4.439 2.039  -1.2828
C13 2.761 2.547 1.607  -1.1182
C14 -2.313 0.645 -1.835  0.9665
C15 1.573 -2.796 -2.527  0.5971
C16 -2.874 1.924 -1.908  -1.4786
C17 -1.955 0.471 3.153  0.9637
B1 -0.991 1.941 1.250  0.6253
H1 -3.234 1.175 4.682  0.3783
H2 3.647 3.080 1.907  0.5533
H3 -2.098 -1.411 -2.366  0.0115
H4 -3.397 2.047 3.156  0.3057
H5 1.023 5.094 1.159  0.3200
H6 -1.545 -3.487 2.039  0.2571
H7 -3.583 2.278 -2.635  0.5221
H8 3.615 -2.993 -3.064  0.3859
H9 4.006 -0.034 2.114  0.3645
H10 -2.287 -0.300 -3.736  0.3177
H11 -3.678 -0.691 -2.723  0.4560
H12 -1.430 2.881 1.826  -0.2263
H13 -2.000 2.338 4.196  0.2964
H14 -1.779 4.653 -0.460  0.2518
H15 3.330 -2.904 -1.409  0.3246
H16 -3.420 4.458 -1.067  0.3752
H17 1.699 4.849 2.764  0.4298
H18 2.597 0.096 -4.304  0.4217
H19 3.218 -0.740 0.694  0.0400
H20 3.008 -4.307 -2.248  0.3912
H21 -0.521 -3.294 3.457  0.4623
H22 -2.385 -1.338 4.323  0.5282
H23 0.987 -4.524 -3.690  0.4211
H24 -3.051 4.057 0.611  0.2846
H25 1.550 -3.147 -4.670  0.4394
H26 -0.017 4.448 2.428  0.2572
H27 -0.037 -3.105 -3.896  0.4017
H28 4.507 0.465 0.497  0.3732
H29 0.113 -5.288 -0.469  0.4136
H30 0.173 -3.054 1.854  0.0773

Force components x, y, z for each atom (eV/Å):
-0.291 0.087 0.107
-0.073 0.208 -0.080
-0.255 -0.065 0.022
0.018 -0.028 -0.080
0.012 -0.046 -0.154
0.083 0.014 0.082
0.050 -0.092 -0.037
0.112 -0.078 0.039
0.154 -0.064 -0.001
-0.023 -0.119 -0.086
-0.026 0.025 0.114
-0.008 -0.201 0.020
0.363 0.068 -0.050
0.142 0.356 -0.017
0.099 -0.051 0.022
-0.257 0.106 -0.013
-0.083 -0.062 0.073
-0.033 0.002 0.036
-0.095 0.044 0.040
0.097 -0.007 0.030
-0.064 0.024 0.000
-0.003 -0.128 0.003
-0.024 0.043 -0.002
-0.023 -0.079 -0.018
0.045 -0.088 0.021
0.101 -0.095 -0.001
-0.152 -0.063 0.017
-0.054 -0.040 -0.038
-0.003 -0.058 -0.042
-0.168 0.030 -0.036
0.045 -0.069 -0.039
0.089 -0.086 0.083
0.024 0.146 -0.170
0.246 0.203 0.098
0.001 0.001 0.001
0.057 -0.006 0.012
-0.024 0.021 -0.021
-0.006 0.017 0.000
0.023 0.019 -0.001
0.018 -0.004 -0.041
-0.021 -0.011 -0.047
-0.018 0.010 0.033
0.037 0.019 -0.002
-0.004 -0.014 0.000
0.007 0.005 -0.027
-0.077 0.057 0.012
0.000 0.021 0.001
0.017 -0.002 0.018
-0.003 -0.023 -0.016
0.001 -0.002 0.002
0.005 -0.006 0.016
0.007 0.069 -0.006
0.013 0.037 0.054
0.020 0.037 0.014
-0.042 0.001 0.003
-0.002 -0.044 0.028
-0.007 -0.015 -0.005
-0.013 0.023 0.019
0.001 -0.003 -0.009
-0.008 0.023 0.002
0.001 -0.002 -0.017
-0.004 -0.033 -0.018
-0.034 -0.025 0.052
0.013 -0.009 -0.001

Results
**Frontier orbital gap (alpha / beta)**: 9.44 / 4.87 eV
**Charge**: +2
**ΔE to the lowest compared entry with this formula, charge and spin**: 0.3 kcal per mole
**Calculated total energy**: -63555.4325 eV
**Multiplicity**: 5

---

Q: Look up the calculated total energy of the first one.
A: -59317.7983 eV

---

Q: Which of these has the lowest calculated total energy?
A: C17H30BN7O6P2Pd

---

Q: Which formula does entry 2 have?
A: C17H30BN7O6P2Pd